1.
{"formula": "C22H42F12MnN6O18S4", "method": "ωB97M-V/def2-TZVPD", "total_energy_ev": -176558.022, "homo_ha": [-0.1981, -0.1978], "fmax_ev_per_a": 3.69, "lumo_ev": [-1.51, -1.28], "charge": -2, "spin_multiplicity": 6, "elements": ["Mn", "C", "F", "F", "F", "S", "O", "O", "O", "C", "F", "F", "F", "S", "O", "O", "O", "C", "F", "F", "F", "S", "O", "O", "O", "C", "F", "F", "F", "S", "O", "O", "O", "C", "O", "N", "C", "C", "H", "H", "H", "H", "H", "H", "H", "C", "O", "N", "C", "C", "H", "H", "H", "H", "H", "H", "H", "C", "O", "N", "C", "C", "H", "H", "H", "H", "H", "H", "H", "C", "O", "N", "C", "C", "H", "H", "H", "H", "H", "H", "H", "C", "O", "N", "C", "C", "H", "H", "H", "H", "H", "H", "H", "C", "O", "N", "C", "C", "H", "H", "H", "H", "H", "H", "H"], "coordinates": [[-1.527, -13.597, 14.241], [-5.627, -11.775, 10.361], [-5.149, -12.910, 9.859], [-4.909, -10.748, 9.826], [-6.886, -11.683, 10.006], [-5.608, -11.856, 12.325], [-4.180, -12.135, 12.649], [-6.129, -10.602, 12.764], [-6.398, -13.041, 12.756], [4.093, -14.988, 16.609], [3.833, -14.056, 17.574], [4.526, -14.325, 15.498], [5.133, -15.699, 17.044], [2.486, -16.117, 16.071], [2.920, -16.831, 14.873], [2.162, -16.986, 17.203], [1.423, -15.098, 15.661], [-0.999, -12.158, 19.840], [-0.670, -13.448, 19.828], [-1.256, -11.836, 21.074], [0.048, -11.423, 19.434], [-2.501, -11.927, 18.677], [-2.934, -10.520, 18.702], [-2.064, -12.311, 17.336], [-3.526, -12.854, 19.156], [2.302, -9.302, 15.005], [3.236, -10.042, 15.550], [1.346, -9.035, 15.901], [2.771, -8.092, 14.724], [1.657, -10.145, 13.364], [2.864, -10.625, 12.627], [0.821, -11.252, 13.793], [0.874, -9.147, 12.712], [4.567, -14.535, 25.685], [5.277, -15.497, 25.790], [4.531, -13.706, 24.591], [3.442, -12.748, 24.375], [5.620, -13.805, 23.561], [3.727, -14.326, 26.365], [3.037, -13.022, 23.401], [3.821, -11.736, 24.233], [2.576, -12.768, 25.038], [6.321, -14.602, 23.808], [5.172, -14.040, 22.596], [6.204, -12.890, 23.465], [-8.666, -13.402, 17.951], [-9.449, -14.287, 18.212], [-8.985, -12.179, 17.626], [-10.371, -11.708, 17.634], [-8.006, -11.120, 17.487], [-7.604, -13.647, 18.108], [-11.124, -12.496, 17.621], [-10.663, -11.195, 16.718], [-10.524, -10.907, 18.357], [-8.129, -10.541, 18.402], [-7.047, -11.589, 17.269], [-8.327, -10.413, 16.722], [-4.553, -16.789, 15.855], [-3.535, -16.310, 15.388], [-4.525, -17.479, 17.040], [-3.261, -17.733, 17.787], [-5.792, -17.952, 17.580], [-5.523, -16.768, 15.334], [-3.447, -17.217, 18.729], [-2.373, -17.305, 17.321], [-3.057, -18.795, 17.928], [-6.518, -17.784, 16.785], [-5.742, -18.984, 17.929], [-6.068, -17.390, 18.472], [-4.980, -7.850, 22.050], [-6.028, -7.998, 22.671], [-3.801, -7.688, 22.701], [-3.598, -7.578, 24.135], [-2.712, -7.157, 21.907], [-4.874, -7.806, 20.955], [-4.359, -8.074, 24.738], [-3.370, -6.563, 24.461], [-2.663, -8.087, 24.369], [-1.738, -7.605, 22.103], [-2.700, -7.286, 20.824], [-2.710, -6.079, 22.065], [-7.796, -14.133, 23.595], [-8.906, -14.040, 24.029], [-6.704, -14.386, 24.391], [-5.420, -14.632, 23.665], [-6.773, -14.354, 25.862], [-7.520, -14.159, 22.529], [-4.932, -15.576, 23.907], [-4.692, -13.889, 23.993], [-5.415, -14.560, 22.577], [-6.583, -15.280, 26.404], [-5.993, -13.637, 26.116], [-7.738, -13.948, 26.167], [-4.195, -6.135, 15.566], [-4.720, -5.396, 16.357], [-3.886, -5.633, 14.324], [-3.462, -6.642, 13.385], [-4.109, -4.221, 13.827], [-3.987, -7.215, 15.605], [-4.230, -7.086, 12.752], [-2.915, -7.437, 13.891], [-2.781, -6.139, 12.699], [-3.182, -3.702, 13.583], [-4.711, -4.152, 12.921], [-4.682, -3.641, 14.551]], "forces_ev_per_angstrom": [[0.2, 1.1, 1.1], [0.8, 0.0, 1.9], [0.3, -0.2, -0.2], [-0.7, -0.7, 0.6], [-0.8, 0.5, -0.6], [0.6, -3.4, 1.3], [0.1, 0.6, -0.6], [0.0, 0.9, -0.4], [0.6, 1.8, -1.6], [-0.9, 0.6, -0.8], [-0.1, -0.9, -0.9], [-0.6, -0.5, 0.9], [-0.3, -0.4, 0.1], [-1.6, 0.7, -1.5], [0.6, 0.5, 1.0], [0.5, 1.4, -0.6], [1.7, -1.3, 1.4], [-0.4, -0.1, -2.0], [0.3, -0.2, -0.2], [-0.6, 0.6, 1.4], [-0.1, -0.2, -0.1], [-2.8, 0.9, -1.0], [1.3, -1.3, 0.8], [1.3, -0.4, -0.6], [1.1, 0.3, 0.7], [-1.3, 0.0, -1.3], [0.5, -0.3, 0.4], [-0.5, -0.9, 0.2], [1.0, 0.4, -0.7], [2.1, -1.2, -1.4], [-1.8, 1.3, 1.8], [-0.8, -1.5, 1.2], [-0.1, 1.4, -0.2], [-1.4, 0.6, -1.7], [1.0, -0.6, 0.6], [1.0, 0.0, 0.7], [0.5, -0.3, -1.5], [-1.0, -0.1, 0.4], [0.1, 0.2, 0.3], [-0.3, 0.1, -0.2], [0.0, 0.1, 0.4], [0.6, -0.3, 0.5], [-0.4, 0.0, 0.3], [0.0, 0.1, 0.0], [-0.3, 0.2, 0.2], [0.8, -1.7, 1.1], [-1.2, -1.0, 0.0], [-1.5, 2.1, -1.1], [-0.3, 0.1, -0.9], [-0.8, 0.0, 0.3], [0.3, 0.7, -0.5], [0.5, -0.2, 0.9], [0.8, 0.1, -0.6], [0.0, -0.5, 0.7], [1.1, 0.1, 0.3], [0.1, 0.6, 0.3], [0.3, -0.4, -0.5], [1.1, -1.0, 1.3], [0.4, 0.8, -0.8], [0.1, -0.2, -1.2], [-1.0, 0.8, -0.1], [0.6, 0.4, 0.2], [0.0, 0.2, 0.3], [0.6, -0.3, 0.3], [-0.5, 0.2, -0.2], [-0.4, -0.1, 0.0], [-0.3, -0.4, 0.4], [0.0, -0.2, -0.5], [-0.1, 0.3, -0.1], [-0.9, 0.0, 2.0], [0.3, -0.1, -0.9], [0.7, -0.1, -1.2], [0.5, -0.7, -0.1], [0.9, 0.5, -0.2], [-0.2, -0.1, 0.1], [-0.3, 0.4, -0.4], [-0.6, 0.4, -0.1], [0.1, -0.3, -0.1], [0.0, 0.1, 0.9], [-1.2, -0.3, 0.0], [0.6, 0.2, 0.1], [1.3, -1.2, 0.8], [-1.4, 0.6, 0.1], [0.5, -0.8, -1.7], [0.5, 0.5, 1.5], [0.5, 1.0, -1.0], [-0.2, 0.3, 0.0], [-0.5, -0.3, 0.2], [0.1, 0.3, 0.0], [-0.8, 0.1, 0.1], [0.0, -0.3, -0.5], [0.0, 0.0, 0.6], [0.1, -0.1, -0.2], [-0.6, 2.2, -2.1], [-0.3, -0.3, 2.0], [-0.1, -0.1, -0.7], [0.9, 0.6, -1.1], [-0.3, -1.1, 0.8], [0.0, 0.1, 0.6], [-0.4, 0.0, 0.2], [0.0, 0.1, -0.1], [0.3, -0.3, -0.1], [0.3, -0.3, 0.3], [-0.1, -0.7, -0.2], [0.3, -0.3, 0.3]]}

2.
{"formula": "C6H11N3", "method": "ωB97M-V/def2-TZVPD", "total_energy_ev": -10864.822, "homo_ha": [-0.2585, -0.2583], "fmax_ev_per_a": 5.80, "lumo_ev": [0.35, 0.35], "charge": 0, "elements": ["C", "C", "C", "C", "C", "C", "N", "N", "N", "H", "H", "H", "H", "H", "H", "H", "H", "H", "H", "H"], "coordinates": [[1.450, -1.028, 0.294], [1.664, -0.139, -0.880], [0.295, -0.739, 1.314], [1.656, 1.399, -0.475], [-1.077, -0.813, 0.700], [-2.673, 0.522, -0.524], [0.539, 1.866, -0.041], [-0.633, 1.508, -0.036], [-1.337, 0.302, -0.014], [1.343, -2.034, -0.067], [2.353, -0.995, 0.904], [2.582, -0.418, -1.526], [0.885, -0.191, -1.732], [0.525, -1.509, 2.139], [0.360, 0.306, 1.579], [2.706, 1.763, -0.372], [-1.687, -1.599, 0.886], [-2.863, 1.590, -0.721], [-2.567, 0.071, -1.593], [-3.521, 0.138, 0.166]], "forces_ev_per_angstrom": [[0.2, -0.3, 0.7], [-0.2, 2.1, -3.3], [0.4, -1.7, -0.6], [0.5, -3.6, -0.1], [3.6, 4.2, -0.9], [-1.2, -0.6, -2.0], [5.6, 1.4, -0.1], [-5.7, 0.6, 0.2], [0.8, -2.3, 1.8], [-0.1, -0.7, 0.1], [0.2, -0.1, -0.1], [-1.0, 0.4, 1.6], [0.5, -0.3, 1.5], [-0.9, 1.5, -0.9], [0.4, 0.1, 1.0], [-1.5, 0.9, 0.2], [-2.5, -1.7, 0.1], [0.5, -0.5, 0.5], [-1.2, 0.4, 1.8], [1.6, 0.2, -1.4]]}

So what do the calculations give for energy above the lowest of the compared OMol25 structures with the same formula, charge and spin? Going down the list: 270.3 138.3 kcal per mole.